1.
F2H2O4Si | the ωB97M-V functional and the def2-TZVPD basis

Output
SMILES string = O[Si](O)(OF)OF
E_LUMO = 0.30 eV
energy above the lowest of the compared OMol25 structures with the same formula, charge and spin = 192.6 kJ/mol

The geometry in XYZ format:
```
9
F2H2O4Si, DFT the ωB97M-V functional and the def2-TZVPD basis
O 0.08 0.11 0.99
Si 0.99 0.03 -0.34
O 0.07 0.33 -1.65
O 1.61 -1.47 -0.56
F 2.31 -2.15 0.42
O 2.28 1.14 -0.18
F 1.96 2.26 0.43
H 0.43 0.75 1.62
H -0.87 0.17 -1.83
```

These are the Löwdin partial charges, in e, on atoms 1 to 5: number 1, O, carries -0.05; number 2, Si, carries 0.20; number 3, O, carries -0.04; number 4, O, carries -0.07; number 5, F, carries -0.04

2.
F2H2O4Si | the ωB97M-V functional and the def2-TZVPD basis

Output
SMILES string = O=[Si](O)F.OOF
E_LUMO = -1.18 eV
energy above the lowest of the compared OMol25 structures with the same formula, charge and spin = 207.5 kJ/mol

The geometry in XYZ format:
```
9
F2H2O4Si, DFT the ωB97M-V functional and the def2-TZVPD basis
O 0.10 -0.11 0.19
Si 0.55 -1.26 -0.70
O 1.50 -1.12 -1.99
F 0.34 -2.86 -0.60
H 1.76 -1.93 -2.42
O -0.26 2.18 1.31
O -1.62 2.40 1.19
F -2.25 1.50 2.08
H -0.13 1.19 0.94
```

These are the Löwdin partial charges, in e, on atoms 1 to 5: number 1, O, carries -0.22; number 2, Si, carries 0.47; number 3, O, carries -0.05; number 4, F, carries -0.08; number 5, H, carries 0.07

3.
F2HNS | the ωB97M-V functional and the def2-TZVPD basis

Output
E_LUMO = -1.73 eV
energy above the lowest of the compared OMol25 structures with the same formula, charge and spin = 30.2 kJ/mol

The geometry in XYZ format:
```
5
F2HNS, DFT the ωB97M-V functional and the def2-TZVPD basis
N 0.33 -0.06 -0.27
F 2.94 -0.07 0.38
F -2.73 0.46 0.57
S 1.63 -0.27 -0.80
H -2.17 -0.07 0.13
```

Which charges does Löwdin predict for the atoms? In e, they are: number 1, N, carries -0.40; number 2, F, carries -0.51; number 3, F, carries -0.05; number 4, S, carries 0.96; number 5, H, carries -0.01

4.
F2HOPS | the ωB97M-V functional and the def2-TZVPD basis

Output
E_LUMO = -2.20 eV
energy above the lowest of the compared OMol25 structures with the same formula, charge and spin = 330.7 kJ/mol

The geometry in XYZ format:
```
6
F2HOPS, DFT the ωB97M-V functional and the def2-TZVPD basis
O 1.61 0.57 0.42
F -0.68 -1.02 1.26
F -0.16 -1.01 -1.10
P -0.60 0.00 0.09
S -2.23 1.06 -0.22
H 2.06 0.39 -0.46
```

These are the Löwdin partial charges, in e, on atoms 1 to 5: number 1, O, carries -0.29; number 2, F, carries -0.18; number 3, F, carries -0.23; number 4, P, carries 0.40; number 5, S, carries 0.29

5.
F2KNO4S2 | the ωB97M-V functional and the def2-TZVPD basis

Output
E_LUMO = -1.93 eV
energy above the lowest of the compared OMol25 structures with the same formula, charge and spin = 216.7 kJ/mol

The geometry in XYZ format:
```
10
F2KNO4S2, DFT the ωB97M-V functional and the def2-TZVPD basis
K 4.18 1.86 -1.53
N -0.05 -1.18 -0.10
S -1.49 -0.70 -0.06
O -1.89 0.29 -1.04
O -2.13 -0.64 1.26
F -2.10 -2.10 -0.50
S 0.61 0.38 0.22
O -0.19 1.59 0.55
O 1.87 0.61 -0.48
F 1.18 -0.12 1.69
```

These are the Löwdin partial charges, in e, on atoms 1 to 5: number 1, K, carries 0.97; number 2, N, carries -0.25; number 3, S, carries 0.41; number 4, O, carries -0.31; number 5, O, carries -0.31

6.
F2O2S | the ωB97M-V functional and the def2-TZVPD basis

Output
E_LUMO = -1.13 eV
energy above the lowest of the compared OMol25 structures with the same formula, charge and spin = 410.3 kJ/mol

The geometry in XYZ format:
```
5
F2O2S, DFT the ωB97M-V functional and the def2-TZVPD basis
O -1.31 1.12 0.36
O 0.28 -0.15 -1.01
F 1.20 -1.27 -1.25
F 0.44 0.16 1.72
S -0.67 -0.16 0.46
```

Which charges does Löwdin predict for the atoms? In e, they are: number 1, O, carries -0.37; number 2, O, carries -0.27; number 3, F, carries -0.09; number 4, F, carries -0.34; number 5, S, carries 1.06

7.
F3H4HfO2Pb | the ωB97M-V functional and the def2-TZVPD basis

Output
spin multiplicity = 2
E_LUMO (alpha / beta) = -20.65 / -21.29 eV
energy above the lowest of the compared OMol25 structures with the same formula, charge and spin = 218.9 kJ/mol
net charge = +4

The geometry in XYZ format:
```
11
F3H4HfO2Pb, DFT the ωB97M-V functional and the def2-TZVPD basis
Pb 10.02 44.63 -3.24
Hf 11.89 45.49 -6.99
F 13.49 43.79 -6.46
F 12.33 45.62 -4.57
F 9.81 45.48 -5.68
O 14.22 43.79 -3.62
H 14.51 44.02 -2.73
H 13.54 44.44 -3.82
O 13.56 47.83 -2.90
H 12.98 48.59 -2.98
H 13.13 47.16 -3.45
```

These are the Löwdin partial charges, in e, on atoms 1 to 5: number 1, Pb, carries 1.95; number 2, Hf, carries 2.60; number 3, F, carries -0.36; number 4, F, carries -0.60; number 5, F, carries -0.61

8.
F3H6Hf2O3 | the ωB97M-V functional and the def2-TZVPD basis

Output
E_LUMO = -25.91 eV
net charge = +5

The geometry in XYZ format:
```
14
F3H6Hf2O3, DFT the ωB97M-V functional and the def2-TZVPD basis
Hf -2.12 0.45 1.28
Hf 0.76 1.72 -2.22
F 1.19 -0.65 -2.26
F -0.27 0.71 -0.20
F 2.54 1.56 -0.62
O 2.07 -1.12 0.43
H 2.52 -0.28 0.46
H 1.74 -1.18 -0.47
O -3.06 0.11 -0.93
H -2.64 0.35 -1.75
H -3.87 -0.34 -1.20
O 0.03 -0.30 2.39
H 0.71 -0.64 1.81
H 0.39 -0.40 3.27
```

These are the Löwdin partial charges, in e, on atoms 1 to 5: number 1, Hf, carries 2.75; number 2, Hf, carries 2.62; number 3, F, carries -0.33; number 4, F, carries -0.51; number 5, F, carries -0.31

9.
F3NOS2 | the ωB97M-V functional and the def2-TZVPD basis

Output
E_LUMO = -1.45 eV
energy above the lowest of the compared OMol25 structures with the same formula, charge and spin = 38.2 kJ/mol

The geometry in XYZ format:
```
7
F3NOS2, DFT the ωB97M-V functional and the def2-TZVPD basis
N -1.79 1.01 -0.81
O 0.65 -0.21 1.05
F -3.50 -0.80 0.01
F 2.60 1.19 0.40
F 2.47 -1.17 -0.44
S -1.85 -0.25 -0.14
S 1.42 0.22 -0.07
```

These are the Löwdin partial charges, in e, on atoms 1 to 5: number 1, N, carries -0.36; number 2, O, carries -0.46; number 3, F, carries -0.49; number 4, F, carries -0.27; number 5, F, carries -0.35

10.
F3NS | the ωB97M-V functional and the def2-TZVPD basis

Output
SMILES string = N#S(F)(F)F
E_LUMO = -1.15 eV
energy above the lowest of the compared OMol25 structures with the same formula, charge and spin = 282.1 kJ/mol

The geometry in XYZ format:
```
5
F3NS, DFT the ωB97M-V functional and the def2-TZVPD basis
N 1.83 0.42 1.89
S 0.48 0.51 0.60
F -0.69 1.55 0.67
F -0.21 -0.82 0.26
F 1.23 0.98 -0.78
```

Which charges does Löwdin predict for the atoms? In e, they are: number 1, N, carries -0.26; number 2, S, carries 0.84; number 3, F, carries -0.19; number 4, F, carries -0.17; number 5, F, carries -0.23

11.
F4Hg3 | the ωB97M-V functional and the def2-TZVPD basis

Output
E_LUMO = -13.41 eV
net charge = +2

The geometry in XYZ format:
```
7
F4Hg3, DFT the ωB97M-V functional and the def2-TZVPD basis
Hg -1.94 -1.32 1.42
Hg -0.38 2.29 0.55
Hg 0.81 -0.43 -2.42
F -0.07 -2.47 0.04
F 1.21 -0.63 0.73
F -1.26 0.29 -0.03
F 1.64 2.27 -0.30
```

These are the Löwdin partial charges, in e, on atoms 1 to 5: number 1, Hg, carries 1.43; number 2, Hg, carries 1.37; number 3, Hg, carries 1.26; number 4, F, carries -0.47; number 5, F, carries -0.35

12.
F4KN2NaO8S4 | the ωB97M-V functional and the def2-TZVPD basis

Output
E_LUMO = -3.76 eV
energy above the lowest of the compared OMol25 structures with the same formula, charge and spin = 408.4 kJ/mol

The geometry in XYZ format:
```
20
F4KN2NaO8S4, DFT the ωB97M-V functional and the def2-TZVPD basis
Na 0.55 -2.21 -3.42
K 1.54 -0.37 -1.41
N 0.34 4.51 0.85
S -0.24 3.12 1.71
O 0.53 2.62 2.76
O -1.18 2.33 0.90
F -1.34 3.92 2.60
S 1.54 3.70 0.34
O 1.39 2.41 -0.42
O 2.73 3.83 1.14
F 1.79 4.73 -0.83
N 0.01 -2.76 -0.91
S -0.89 -4.24 -1.10
O -2.32 -4.12 -1.33
O -0.30 -5.30 -0.30
F -0.20 -4.44 -2.58
S -0.94 -2.22 0.16
O -1.20 -3.05 1.31
O -1.99 -1.26 -0.26
F 0.17 -1.20 0.78
```

These are the Löwdin partial charges, in e, on atoms 1 to 5: number 1, Na, carries 0.73; number 2, K, carries 0.96; number 3, N, carries -0.22; number 4, S, carries 0.55; number 5, O, carries -0.25

13.
F5H2N4P3 | the ωB97M-V functional and the def2-TZVPD basis

Output
E_LUMO = -0.88 eV
energy above the lowest of the compared OMol25 structures with the same formula, charge and spin = 284.2 kJ/mol

The geometry in XYZ format:
```
14
F5H2N4P3, DFT the ωB97M-V functional and the def2-TZVPD basis
N 0.13 0.81 -1.07
N 0.34 -1.45 0.44
N -1.06 0.95 1.51
N 2.01 -1.08 -1.72
F -1.80 -0.69 -0.22
F 0.08 3.01 0.23
F -1.94 2.39 -0.64
F 0.00 -0.87 2.61
F -1.96 -1.63 1.73
P 0.71 -0.64 -0.78
P -0.75 1.63 0.07
P -0.86 -0.65 1.29
H 2.82 -1.66 -1.37
H 2.29 -0.11 -2.07
```

These are the Löwdin partial charges, in e, on atoms 1 to 5: number 1, N, carries -0.28; number 2, N, carries -0.22; number 3, N, carries -0.19; number 4, N, carries -0.09; number 5, F, carries -0.36

14.
F5Li3 | the ωB97M-V functional and the def2-TZVPD basis

Output
spin multiplicity = 2
E_LUMO (alpha / beta) = 1.66 / -0.40 eV
net charge = -1

The geometry in XYZ format:
```
8
F5Li3, DFT the ωB97M-V functional and the def2-TZVPD basis
Li -9.10 24.17 5.79
Li -11.61 23.84 4.70
Li -12.13 26.29 3.39
F -10.42 22.85 6.58
F -11.96 24.17 2.62
F -9.76 22.17 3.24
F -13.38 23.12 5.30
F -10.61 25.64 5.27
```

These are the Löwdin partial charges, in e, on atoms 1 to 5: number 1, Li, carries 0.77; number 2, Li, carries 0.65; number 3, Li, carries 0.82; number 4, F, carries -0.79; number 5, F, carries -0.77

15.
F6H20O10P | the ωB97M-V functional and the def2-TZVPD basis

Output
E_LUMO = 2.23 eV
energy above the lowest of the compared OMol25 structures with the same formula, charge and spin = 265.1 kJ/mol
net charge = -1

The geometry in XYZ format:
```
37
F6H20O10P, DFT the ωB97M-V functional and the def2-TZVPD basis
P 0.61 -0.37 -0.58
F -0.28 -0.08 -1.94
F 2.06 -0.49 -1.38
F 0.94 1.28 -0.34
F 1.52 -0.91 0.64
F -0.68 -0.13 0.35
F 0.28 -1.96 -0.78
O 2.91 -1.34 -6.26
H 3.19 -0.47 -6.55
H 2.54 -1.20 -5.39
O 5.83 -4.31 -1.22
H 5.53 -4.98 -1.84
H 5.30 -3.54 -1.42
O 0.39 5.96 4.50
H 1.19 5.68 4.93
H 0.65 6.19 3.61
O -2.29 5.32 -2.13
H -1.80 6.05 -1.75
H -2.11 4.59 -1.54
O 1.92 -0.70 6.70
H 1.64 0.17 6.40
H 2.85 -0.73 6.50
O -4.90 -3.82 1.51
H -5.40 -3.76 2.33
H -3.99 -3.73 1.79
O -4.69 -1.18 -7.67
H -4.13 -0.78 -7.00
H -4.08 -1.68 -8.21
O -6.61 0.54 -0.13
H -6.67 1.15 0.61
H -5.97 -0.11 0.15
O 5.05 3.52 1.86
H 4.30 3.17 1.38
H 5.73 3.62 1.19
O -0.60 -3.89 3.87
H 0.13 -3.82 3.25
H -0.36 -3.29 4.58
```

These are the Löwdin partial charges, in e, on atoms 1 to 5: number 1, P, carries 0.23; number 2, F, carries -0.20; number 3, F, carries -0.22; number 4, F, carries -0.24; number 5, F, carries -0.20